No. 1
Density functional theory data (the ωB97M-V functional and the def2-TZVPD basis) for a 2-piece molecular cluster, C4H5B overall at a distorted geometry.

Structure (XYZ):
```
10
Properties=species:S:1:pos:R:3
C 1.176 0.491 0.683
C -0.943 -0.524 0.033
C -0.479 0.170 -1.002
C 0.894 0.607 -0.590
B 0.115 -0.536 1.153
H 1.453 0.974 -1.455
H -2.691 -1.347 -0.321
H -0.818 0.501 -1.949
H 0.500 -1.210 1.978
H 2.267 0.719 1.115
```

## Properties
LUMO level: -0.949 eV
max |F|: 0.1037 hartree/bohr
total energy: -180.03032 hartree
energy relative to the best compared isomer or geometry (same formula, charge and spin): 3.644 eV

=====

No. 2
Density functional theory data (the ωB97M-V functional and the def2-TZVPD basis) for C4H5BO4 in the gas phase at a distorted geometry.

Structure (XYZ):
```
14
Properties=species:S:1:pos:R:3
O 0.795 0.448 1.990
O -0.559 0.772 -1.287
O 0.984 -2.122 -1.235
O -0.958 -2.775 0.054
C 0.141 0.829 0.837
C -0.102 0.051 -0.234
C -0.661 2.128 -0.772
C -0.218 2.145 0.480
B -0.027 -1.931 -0.406
H 1.223 -2.961 -1.441
H -0.673 -3.610 -0.190
H -0.778 2.840 -1.534
H 0.757 1.238 2.644
H 0.077 2.947 1.093
```

## Properties
2S+1: 3
LUMO level (alpha / beta): 0.085 / -1.096 eV
max |F|: 0.1688 hartree/bohr
total energy: -481.09804 hartree

=====

Question: Which value of total energy does entry 1 give?
Answer: -180.03032 hartree

=====

Question: Which of these has the lowest max |F|?
Answer: C4H5B

=====

Copy entry 2 word for word.
Density functional theory data (the ωB97M-V functional and the def2-TZVPD basis) for C4H5BO4 in the gas phase at a distorted geometry.

Structure (XYZ):
```
14
Properties=species:S:1:pos:R:3
O 0.795 0.448 1.990
O -0.559 0.772 -1.287
O 0.984 -2.122 -1.235
O -0.958 -2.775 0.054
C 0.141 0.829 0.837
C -0.102 0.051 -0.234
C -0.661 2.128 -0.772
C -0.218 2.145 0.480
B -0.027 -1.931 -0.406
H 1.223 -2.961 -1.441
H -0.673 -3.610 -0.190
H -0.778 2.840 -1.534
H 0.757 1.238 2.644
H 0.077 2.947 1.093
```

## Properties
2S+1: 3
LUMO level (alpha / beta): 0.085 / -1.096 eV
max |F|: 0.1688 hartree/bohr
total energy: -481.09804 hartree

=====

Question: What is the max |F| in the second record?
Answer: 0.1688 hartree/bohr